DFT (ωB97M-V/def2-TZVPD) results for a cluster of 2 separate species, C3H11NO2 in total.

CARTESIAN COORDINATES (ANGSTROEM)
O (-1.616, -3.210, -0.161)
O (0.838, -0.048, 2.224)
N (0.098, -0.066, -0.596)
C (-0.084, 0.810, 1.729)
C (0.311, 1.164, 0.304)
C (0.228, 0.468, -1.871)
H (1.498, 1.285, 0.101)
H (-1.034, 0.194, 1.639)
H (0.725, -0.875, -0.297)
H (-0.957, -3.502, -0.794)
H (-0.265, 2.015, -0.145)
H (0.345, -0.372, -2.628)
H (-0.659, 1.197, -2.106)
H (1.117, 0.955, -2.060)
H (-0.284, 1.787, 2.359)
H (-1.831, -2.235, -0.338)
H (1.569, 0.435, 2.641)

Computed properties:
* HOMO: -0.32557 hartree
* ΔE to the lowest compared entry with this formula, charge and spin: 192.0 kJ/mol
* SMILES: CNCCO.O
* HOMO-LUMO gap: 0.35706 Eh
* electronic energy: -326.0584 a.u.

These are the natural (NBO) partial charges, in e, on atoms 1 to 2:
1. O -0.957
2. O -0.714

***

DFT (ωB97M-V/def2-TZVPD) results for a structure of composition C3H11NO2.

CARTESIAN COORDINATES (ANGSTROEM)
O (1.298, -0.545, 1.137)
O (1.635, 1.871, 0.957)
N (0.175, 1.262, -1.464)
C (-0.318, 0.079, -1.104)
C (-1.481, -1.630, 0.226)
C (-1.204, -0.168, -0.073)
H (-0.022, -0.735, -1.798)
H (0.432, 1.360, -2.408)
H (1.009, 2.288, 1.574)
H (-1.267, -2.225, -0.636)
H (0.109, -0.077, 0.167)
H (1.488, 0.700, 1.123)
H (0.783, 1.684, -0.711)
H (-1.454, 0.594, 0.667)
H (-0.818, -1.878, 1.041)
H (-2.539, -1.800, 0.486)
H (2.175, -0.779, 0.815)

Computed properties:
* HOMO: -0.33634 hartree
* ΔE to the lowest compared entry with this formula, charge and spin: 310.0 kJ/mol
* HOMO-LUMO gap: 0.36125 Eh
* electronic energy: -326.0134 a.u.

These are the natural (NBO) partial charges, in e, on atoms 1 to 2:
1. O -1.096
2. O -1.095

***

DFT (ωB97M-V/def2-TZVPD) results for a cluster of 2 separate species, C3H11NO2 in total.

CARTESIAN COORDINATES (ANGSTROEM)
O (0.012, 1.312, -1.277)
O (-2.745, 0.978, 0.814)
N (1.900, -1.210, 0.724)
C (0.972, -0.750, -0.300)
C (0.927, 0.779, -0.345)
C (-0.414, -1.328, -0.113)
H (0.666, 1.083, 0.690)
H (-0.838, -1.698, -1.042)
H (-3.623, 1.073, 1.200)
H (-0.539, -2.149, 0.599)
H (1.328, -1.119, -1.232)
H (1.884, 1.238, -0.532)
H (2.865, -1.029, 0.549)
H (-2.111, 1.057, 1.532)
H (-1.161, -0.614, 0.253)
H (1.521, -1.109, 1.641)
H (-0.899, 1.143, -1.007)

Computed properties:
* HOMO: -0.32317 hartree
* ΔE to the lowest compared entry with this formula, charge and spin: 52.1 kJ/mol
* SMILES: C[C@H](N)CO.O
* HOMO-LUMO gap: 0.34362 Eh
* electronic energy: -326.1116 a.u.

These are the natural (NBO) partial charges, in e, on atoms 1 to 2:
1. O -0.729
2. O -0.951

***

DFT (ωB97M-V/def2-TZVPD) results for a cluster of 3 separate species, C3H11NO2 in total.

CARTESIAN COORDINATES (ANGSTROEM)
O (-1.306, -5.368, -4.597)
O (3.145, -2.196, -4.361)
N (-1.280, 3.771, 2.749)
C (-0.704, 0.681, 3.121)
C (-0.049, 3.094, 2.843)
C (-0.294, 1.681, 2.274)
H (0.796, 3.611, 2.404)
H (3.589, -3.083, -4.581)
H (-1.382, -0.177, 2.926)
H (-1.953, 3.438, 3.393)
H (-1.450, -4.741, -3.764)
H (-0.291, 1.461, 1.230)
H (-0.527, -5.021, -5.130)
H (-0.568, 0.936, 4.270)
H (0.396, 2.911, 3.849)
H (-1.794, 4.105, 1.968)
H (3.707, -2.060, -3.574)

Computed properties:
* HOMO: -0.32241 hartree
* ΔE to the lowest compared entry with this formula, charge and spin: 235.0 kJ/mol
* SMILES: C=CCN.O.O
* HOMO-LUMO gap: 0.34654 Eh
* electronic energy: -326.0420 a.u.

These are the natural (NBO) partial charges, in e, on atoms 1 to 2:
1. O -0.957
2. O -0.923

***

DFT (ωB97M-V/def2-TZVPD) results for a cluster of 2 separate species, C3H11NO2 in total.

CARTESIAN COORDINATES (ANGSTROEM)
O (-0.635, -1.725, -1.656)
O (-2.989, 2.437, -1.194)
N (1.297, 1.239, 1.426)
C (-0.054, -1.797, -0.346)
C (0.851, -0.519, -0.128)
C (0.624, 0.027, 1.259)
H (1.112, 1.729, 2.314)
H (-2.406, 1.958, -1.811)
H (0.518, 0.163, -0.947)
H (-0.042, -2.361, -2.080)
H (0.637, -2.635, -0.317)
H (-0.738, -1.844, 0.579)
H (-2.871, 3.346, -1.500)
H (1.928, -0.561, -0.364)
H (0.908, -0.717, 2.036)
H (-0.472, 0.161, 1.253)
H (2.333, 1.098, 1.476)

Computed properties:
* HOMO (spin up / spin down): -0.51949 / -0.51947 hartree
* ΔE to the lowest compared entry with this formula, charge and spin: 209.9 kJ/mol
* ⟨S²⟩: 0.755
* multiplicity: 2
* HOMO-LUMO gap (spin up / spin down): 0.38268 / 0.17435 Eh
* charge: +1
* electronic energy: -325.7436 a.u.

These are the natural (NBO) partial charges, in e, on atoms 1 to 2:
1. O -0.664
2. O -0.935

***

DFT (ωB97M-V/def2-TZVPD) results for a cluster of 2 separate species, C3H11NO2S in total.

CARTESIAN COORDINATES (ANGSTROEM)
S (-1.738, 0.001, 2.087)
O (-3.577, 2.425, -4.413)
O (3.005, -1.171, 0.154)
N (0.307, -1.648, 0.020)
C (2.165, -0.163, 0.708)
C (-0.185, 0.430, 1.336)
C (0.829, -0.762, 1.117)
H (-2.117, -0.938, 1.182)
H (0.326, 0.927, 2.172)
H (0.927, -1.350, 2.039)
H (-2.835, 3.023, -4.287)
H (-0.312, -1.003, -0.464)
H (2.668, 0.130, 1.633)
H (-3.789, 2.045, -3.567)
H (2.580, -1.386, -0.688)
H (2.010, 0.722, 0.090)
H (0.025, 1.106, 0.500)
H (-0.289, -2.387, 0.380)

Computed properties:
* HOMO: -0.34506 hartree
* ΔE to the lowest compared entry with this formula, charge and spin: 68.7 kJ/mol
* SMILES: N[C@@H](CO)CS.O
* HOMO-LUMO gap: 0.35837 Eh
* electronic energy: -724.2856 a.u.

These are the natural (NBO) partial charges, in e, on atoms 1 to 2:
1. S 0.013
2. O -0.939